This record from the Open Molecules 2025 dataset describes a 4-piece molecular cluster, C3H14O4 overall. The level of theory is ωB97M-V/def2-TZVPD.

```
! wB97M-V def2-TZVPD RIJCOSX def2/J DEFGRID3
* xyz -1 2
C 2.4038 0.3329 -0.2111
C 2.0520 0.1303 1.1945
C 1.3799 -1.1922 1.4144
O 1.1697 1.3175 1.5681
H 2.8260 1.3073 -0.4788
H 1.6294 0.3130 -0.9957
H 3.0010 -0.5997 -0.4489
H 2.8218 0.3203 1.9439
H 0.4769 -1.4498 0.7762
H 1.0128 -1.3145 2.4317
H 2.1052 -2.0361 1.2483
H 1.0850 1.8761 0.7828
H -4.6878 -1.3899 -0.9534
H -4.8367 -2.8143 -0.5667
O -5.3314 -2.1067 -0.9871
H 3.7597 3.2664 -4.5994
H 2.9996 2.5730 -3.5589
O 3.7514 3.2006 -3.5747
H -3.8877 -2.0863 1.7823
H -5.1556 -1.8087 1.6932
O -4.3735 -1.4172 1.2584
*
```

Properties
- Total energy: -423.55541 hartree
- Relative energy (zero: lowest compared OMol25 entry of this formula, charge and spin): 149.8 kJ/mol
- Expectation value of S²: 0.750
- HOMO-LUMO gap (alpha / beta): 0.061 / 0.341 Ha



This record from the Open Molecules 2025 dataset describes the molecule C8H16N2O3. The level of theory is ωB97M-V/def2-TZVPD.

```
! wB97M-V def2-TZVPD RIJCOSX def2/J DEFGRID3
* xyz 0 1
C -0.5369 -0.1729 0.3542
C -0.0725 -0.7743 -0.9866
C -2.0812 -0.0314 0.2881
C -2.7563 -1.4382 0.0403
C -2.6401 0.5114 1.5774
C 2.4558 0.1269 -1.0833
C 2.5877 -0.2570 0.4347
C 2.9692 1.6122 -1.1556
H -0.0876 1.7266 0.2247
H 0.0258 1.0398 1.7840
H -0.5678 -0.9995 1.0320
H -2.5038 0.5965 -0.5019
H -2.8650 -1.5599 -0.9900
H -2.2258 -2.3245 0.5346
H -3.7783 -1.2836 0.3754
H -2.3982 -0.0675 2.5327
H -2.3788 1.5784 1.4621
H -3.7269 0.2543 1.6586
H 1.0382 -0.5827 -2.4723
H 3.1864 -0.3500 -1.6796
H 3.8879 1.7516 -0.5319
H 2.2327 2.2585 -0.7397
H 3.3575 1.8627 -2.2066
H 1.2885 -1.8205 0.4119
N 0.1546 0.9252 0.7749
N 1.1420 -0.2784 -1.5873
O -0.6176 -1.6523 -1.6728
O 3.0709 0.4393 1.3078
O 1.8398 -1.0908 0.8142
*
```

Properties
- Total energy: -649.55491 hartree
- Relative energy (zero: lowest compared OMol25 entry of this formula, charge and spin): 430.5 kJ/mol
- SMILES: CC(C)[C@H](N)C(=O)N[C@@H](C)C(=O)O
- HOMO-LUMO gap: 0.364 Ha



This record from the Open Molecules 2025 dataset describes the molecule C5H11OP. The level of theory is ωB97M-V/def2-TZVPD.

```
! wB97M-V def2-TZVPD RIJCOSX def2/J DEFGRID3
* xyz 0 1
C 0.4043 1.8822 1.0088
C -0.1310 1.8663 -1.4565
C -0.3574 -1.7980 -0.1486
C 1.8255 -0.6609 1.2340
C -0.0764 1.0371 -0.0773
O 1.4862 2.3461 1.0546
P 0.9551 -0.4961 -0.3947
H -0.2450 2.0121 1.8407
H 0.3040 1.1234 -2.2866
H -1.2007 2.1570 -1.6354
H 0.5365 2.7045 -1.2725
H -0.8180 -1.9167 -1.1144
H -1.0596 -1.4621 0.6546
H 0.1791 -2.7941 0.0491
H 2.4495 0.3069 1.2106
H 2.5504 -1.4766 1.1589
H 1.2725 -0.9436 2.0081
H -1.0580 0.7693 0.2484
*
```

Properties
- Total energy: -613.64034 hartree
- Relative energy (zero: lowest compared OMol25 entry of this formula, charge and spin): 160.2 kJ/mol
- SMILES: C[C@H](C=O)P(C)C
- HOMO-LUMO gap: 0.358 Ha